The molecule C2H4P2 in a non-equilibrium geometry. Source: the OMol25 dataset; level of theory: ωB97M-V/def2-TZVPD.

Output
frontier orbital gap (spin up / spin down): 8.03 / 8.03 eV
max |F|: 4.4 eV Å⁻¹
HOMO level (spin up / spin down): -8.3870 / -8.3862 eV
M: 90.0 g/mol
E: -761.16745 a.u.
energy relative to the best compared isomer or geometry (same formula, charge and spin): 2.3792 eV
spin multiplicity: 1

```
8
Properties=species:S:1:pos:R:3:forces:R:3
C 1.1272 -1.0471 -0.2314 3.25 -2.71 1.08
C -0.1418 0.9791 0.3148 2.72 0.01 0.03
P 2.2057 0.2122 0.1994 -4.10 0.26 -0.66
P -0.5030 -0.8436 0.4752 0.48 0.93 -1.80
H 1.5984 -2.1069 -0.4790 -1.10 2.03 0.14
H -0.2498 1.4945 1.2799 -0.26 0.46 -0.93
H -0.2348 1.4866 -0.7112 -0.07 -0.65 2.02
H -1.0177 -0.9354 -0.8417 -0.92 -0.33 0.12
```
Forces are in eV/Å.


A 2-piece molecular cluster, C2H4P2S overall in a non-equilibrium geometry. Source: the OMol25 dataset; level of theory: ωB97M-V/def2-TZVPD.

Output
frontier orbital gap: 7.01 eV
max |F|: 3.6 eV Å⁻¹
HOMO level: -8.7727 eV
M: 122.1 g/mol
E: -1159.34998 a.u.
energy relative to the best compared isomer or geometry (same formula, charge and spin): 3.7441 eV
spin multiplicity: 1

```
9
Properties=species:S:1:pos:R:3:forces:R:3
C -0.2711 -0.0104 0.6906 1.01 -1.94 -2.86
C 0.5620 -0.4435 -1.2989 0.29 0.01 1.94
P -0.3319 -1.4010 1.6196 -1.20 0.76 0.84
P -0.8779 1.5962 1.1104 0.65 0.44 -0.82
S 0.1032 2.7165 -0.1396 -0.51 0.25 0.54
H 0.9906 0.5039 -1.7139 -0.70 -0.77 0.75
H -0.3130 -0.8193 -1.9063 1.04 0.33 1.07
H 1.4358 -1.1935 -1.1335 -1.95 1.16 -0.08
H -1.2977 -0.9488 2.7716 1.38 -0.23 -1.38
```
Forces are in eV/Å.


A 2-piece molecular cluster, C2H4S3 overall in a non-equilibrium geometry. Source: the OMol25 dataset; level of theory: ωB97M-V/def2-TZVPD.

Output
frontier orbital gap: 5.81 eV
max |F|: 3.2 eV Å⁻¹
HOMO level: -7.4403 eV
M: 124.3 g/mol
E: -1272.95606 a.u.
energy relative to the best compared isomer or geometry (same formula, charge and spin): 5.3274 eV
spin multiplicity: 1

```
9
Properties=species:S:1:pos:R:3:forces:R:3
C 0.8580 -0.6265 -0.2022 -1.36 0.29 0.32
C -1.2760 1.3876 0.1227 -0.01 -2.83 0.03
S 2.5087 -0.4190 0.5032 -0.68 0.08 0.10
S 1.8883 0.0146 -1.4338 0.06 -0.01 -0.52
S 0.0455 -2.2467 -0.3005 1.09 0.98 -2.83
H -0.9552 1.6078 -0.9121 -0.49 0.03 0.86
H -0.6338 1.6915 0.9568 -0.58 0.16 -0.40
H -2.2954 0.8008 0.3321 2.63 1.53 -0.56
H -0.1402 -2.2102 0.9338 -0.66 -0.22 3.00
```
Forces are in eV/Å.


A 2-piece molecular cluster, C2H4S3 overall in a non-equilibrium geometry. Source: the OMol25 dataset; level of theory: ωB97M-V/def2-TZVPD.

Output
frontier orbital gap (spin up / spin down): 7.29 / 6.81 eV
max |F|: 2.4 eV Å⁻¹
HOMO level (spin up / spin down): -7.2466 / -9.1311 eV
M: 124.3 g/mol
E: -1273.02198 a.u.
energy relative to the best compared isomer or geometry (same formula, charge and spin): 0.6576 eV
spin multiplicity: 3

```
9
Properties=species:S:1:pos:R:3:forces:R:3
C -1.4807 0.5159 0.1364 1.07 0.09 -0.16
C 1.2982 -0.0512 0.1411 1.25 -1.39 -0.08
S -1.8694 2.0058 -0.1548 -0.12 0.12 0.07
S -3.6362 -1.0234 0.1393 -0.55 -0.64 -0.05
S -0.4269 -0.7170 0.2536 0.32 -0.17 0.04
H 1.8475 -0.4381 1.0709 -0.75 0.61 -1.40
H 1.1354 1.0131 0.2199 0.50 0.31 -0.22
H 1.8801 -0.3990 -0.8171 -1.36 0.82 1.80
H -4.6998 -0.2315 0.1161 -0.36 0.26 0.00
```
Forces are in eV/Å.


The molecule C2H5B in a non-equilibrium geometry. Source: the OMol25 dataset; level of theory: ωB97M-V/def2-TZVPD.

Output
SMILES: BC=C
frontier orbital gap: 10.02 eV
max |F|: 2.0 eV Å⁻¹
HOMO level: -9.7458 eV
M: 39.9 g/mol
E: -103.96001 a.u.
energy relative to the best compared isomer or geometry (same formula, charge and spin): 0.8802 eV
spin multiplicity: 1

```
8
Properties=species:S:1:pos:R:3:forces:R:3
B 0.8254 0.6341 -0.8756 0.88 0.21 0.69
C -0.3408 0.0837 -0.0176 0.15 0.67 0.09
C -0.6249 -0.8816 0.8709 0.19 -1.20 -0.33
H 0.8153 0.7009 -2.1286 0.03 -0.05 1.43
H 1.7030 1.2142 -0.1120 -1.07 -0.69 -1.53
H -0.9208 1.0629 -0.1614 -0.30 -1.03 0.58
H -1.5342 -1.0334 1.5231 1.05 0.75 -0.95
H 0.0769 -1.7808 0.9013 -0.94 1.33 0.02
```
Forces are in eV/Å.


The molecule C2H5B in a non-equilibrium geometry. Source: the OMol25 dataset; level of theory: ωB97M-V/def2-TZVPD.

Output
SMILES: BC=C
frontier orbital gap: 9.73 eV
max |F|: 7.1 eV Å⁻¹
HOMO level: -9.7282 eV
M: 39.9 g/mol
E: -103.95736 a.u.
energy relative to the best compared isomer or geometry (same formula, charge and spin): 0.9524 eV
spin multiplicity: 1

```
8
Properties=species:S:1:pos:R:3:forces:R:3
B 0.4845 -0.6088 0.9730 2.07 -2.70 -1.35
C 0.5578 0.0610 -0.3472 -5.26 3.24 -3.42
C -0.7775 0.6058 -0.7589 5.17 -2.14 3.98
H -0.0051 -0.2493 1.9068 -1.15 0.84 1.62
H 1.0146 -1.7348 0.9310 -0.38 0.79 0.46
H 1.2390 -0.0012 -1.2225 -0.26 -0.31 1.03
H -0.9478 0.8046 -1.7650 -0.58 0.32 -1.55
H -1.5432 0.7377 0.0271 0.39 -0.04 -0.76
```
Forces are in eV/Å.


C2H5BCl2S as an isolated structure in a non-equilibrium geometry. Source: the OMol25 dataset; level of theory: ωB97M-V/def2-TZVPD.

Output
frontier orbital gap: 9.35 eV
max |F|: 5.0 eV Å⁻¹
HOMO level: -9.0504 eV
M: 142.8 g/mol
E: -1422.59205 a.u.
energy relative to the best compared isomer or geometry (same formula, charge and spin): 2.5874 eV
spin multiplicity: 1

```
11
Properties=species:S:1:pos:R:3:forces:R:3
B -0.1897 -0.3978 0.1570 2.53 1.77 -0.06
C -1.3481 0.5231 -0.2298 -0.67 -0.45 0.16
C 1.6947 0.4531 -0.1809 -3.97 -2.82 -0.92
S -0.1236 -2.0219 0.8036 2.16 -0.27 0.08
Cl 1.9816 1.8048 0.8945 0.09 -0.24 -0.52
Cl 2.8513 -0.9075 -0.0749 0.14 0.71 0.09
H -1.1340 1.2207 -0.9744 1.04 1.14 -1.52
H -1.7528 1.1859 0.5107 -0.09 -0.03 1.05
H -2.1806 -0.0040 -0.6530 -0.66 -0.64 0.05
H 1.5153 0.6442 -1.2902 0.82 0.55 1.69
H -1.3141 -2.5005 1.0375 -1.39 0.28 -0.12
```
Forces are in eV/Å.


The molecule C2H5BO in a non-equilibrium geometry. Source: the OMol25 dataset; level of theory: ωB97M-V/def2-TZVPD.

Output
SMILES: BOC=C
frontier orbital gap: 10.41 eV
max |F|: 3.1 eV Å⁻¹
HOMO level: -9.7030 eV
M: 55.9 g/mol
E: -179.25031 a.u.
energy relative to the best compared isomer or geometry (same formula, charge and spin): 2.2880 eV
spin multiplicity: 1

```
9
Properties=species:S:1:pos:R:3:forces:R:3
B -1.8413 0.0065 -0.0299 0.03 -1.48 1.12
O -0.6240 0.5415 -0.0283 1.75 0.82 -0.67
C 0.5411 -0.1622 -0.0482 -0.05 -0.65 -0.37
C 1.7790 0.3109 0.0285 -1.72 -1.87 -0.29
H -2.2166 -1.1475 0.0210 0.75 0.22 -0.66
H -2.4849 0.8112 0.3640 -2.54 1.73 0.20
H 0.2969 -1.1969 -0.2183 0.49 -0.67 0.59
H 2.5190 -0.4414 0.1192 0.78 -0.39 -0.18
H 2.0309 1.2780 -0.2080 0.51 2.29 0.28
```
Forces are in eV/Å.


C2H5BiFO2 as an isolated structure in a non-equilibrium geometry. Source: the OMol25 dataset; level of theory: ωB97M-V/def2-TZVPD.

Output
frontier orbital gap (spin up / spin down): 6.17 / 5.81 eV
max |F|: 4.2 eV Å⁻¹
HOMO level (spin up / spin down): -7.9796 / -7.9830 eV
M: 289.0 g/mol
E: -543.99308 a.u.
spin multiplicity: 2

```
11
Properties=species:S:1:pos:R:3:forces:R:3
Bi 2.1634 0.9752 0.3607 3.56 -2.21 -0.37
O 0.6127 2.1820 0.6813 -1.02 1.45 0.35
C -0.5773 -0.9919 -0.3188 -0.66 -1.53 -0.09
O 0.2471 0.1407 -0.1420 -0.45 0.63 -0.01
C -0.3948 1.3539 0.3473 -2.42 -0.38 -0.25
H 0.0567 -1.8285 -0.6469 0.13 0.31 0.02
H -1.0553 -1.2738 0.6337 0.24 0.23 -0.21
H -1.3650 -0.7658 -1.0549 0.40 0.03 0.14
H -1.0409 1.7260 -0.4766 0.35 0.00 0.36
H -1.0405 1.0534 1.2016 0.35 0.19 -0.26
F 2.3939 -2.5713 -0.5854 -0.47 1.28 0.30
```
Forces are in eV/Å.


The molecule C2H5BrClN in a non-equilibrium geometry. Source: the OMol25 dataset; level of theory: ωB97M-V/def2-TZVPD.

Output
SMILES: ClNCCBr
frontier orbital gap: 9.67 eV
max |F|: 4.0 eV Å⁻¹
HOMO level: -9.8993 eV
M: 158.4 g/mol
E: -3168.07119 a.u.
energy relative to the best compared isomer or geometry (same formula, charge and spin): 2.8414 eV
spin multiplicity: 1

```
10
Properties=species:S:1:pos:R:3:forces:R:3
Cl 3.0080 0.2917 -0.1525 0.59 -0.64 0.28
N 1.5989 1.2561 -0.1023 -3.08 -2.15 1.09
C 0.1666 0.1931 -0.0540 2.08 2.51 -0.98
C -0.8876 1.1125 0.4239 -1.56 -3.47 1.13
Br -2.9208 0.4190 0.0293 2.37 0.63 0.28
H 1.5668 1.5210 -1.0564 -0.38 0.70 -1.14
H -0.0566 -0.0181 -1.0704 0.32 -0.70 -0.94
H 0.3947 -0.6556 0.5336 0.34 -0.66 0.56
H -0.7950 1.9763 -0.0891 -0.32 3.03 -1.20
H -0.8714 1.1241 1.4810 -0.35 0.74 0.92
```
Forces are in eV/Å.